No. 1
{
  "formula": "C25H27N3O4",
  "method": "the ωB97M-V functional and the def2-TZVPD basis",
  "homo_ev": -7.6,
  "total_energy_ha": -1434.1434,
  "largest_force_ev_per_a": 0.62,
  "smiles": "CCOC(=O)[C@H]1CCCN(C(=O)c2cc(Nc3ccc(OC)cc3)nc3ccccc23)C1",
  "elements": ["C", "C", "O", "C", "O", "C", "C", "C", "C", "N", "C", "O", "C", "C", "C", "N", "C", "C", "C", "C", "O", "C", "C", "C", "N", "C", "C", "C", "C", "C", "C", "C", "H", "H", "H", "H", "H", "H", "H", "H", "H", "H", "H", "H", "H", "H", "H", "H", "H", "H", "H", "H", "H", "H", "H", "H", "H", "H", "H"],
  "coordinates": [[-3.84, 0.32, 0.36], [-3.61, -0.89, -0.53], [-2.24, -0.97, -0.94], [-1.85, -0.22, -1.97], [-2.58, 0.53, -2.58], [-0.39, -0.44, -2.27], [-0.22, -1.02, -3.68], [1.27, -1.18, -4.00], [2.00, 0.15, -3.81], [1.77, 0.67, -2.48], [2.79, 0.68, -1.58], [3.92, 0.35, -1.89], [2.48, 1.15, -0.19], [1.64, 0.44, 0.62], [1.43, 0.87, 1.95], [0.57, 0.26, 2.82], [-0.33, -0.79, 2.62], [-1.59, -0.71, 3.21], [-2.52, -1.72, 3.05], [-2.21, -2.84, 2.28], [-3.07, -3.87, 2.02], [-4.34, -3.85, 2.61], [-0.94, -2.94, 1.72], [0.00, -1.94, 1.90], [2.01, 1.94, 2.45], [2.86, 2.65, 1.67], [3.49, 3.78, 2.23], [4.35, 4.53, 1.48], [4.62, 4.18, 0.14], [4.03, 3.09, -0.42], [3.14, 2.29, 0.32], [0.38, 0.89, -2.19], [-4.87, 0.32, 0.71], [-3.18, 0.28, 1.22], [-3.66, 1.24, -0.19], [-3.79, -1.82, 0.00], [-4.24, -0.83, -1.42], [0.01, -1.14, -1.54], [-0.72, -1.98, -3.75], [-0.68, -0.34, -4.40], [1.40, -1.53, -5.02], [1.71, -1.92, -3.32], [3.07, 0.03, -3.94], [1.63, 0.89, -4.54], [1.12, -0.43, 0.25], [0.41, 0.82, 3.65], [-1.84, 0.15, 3.81], [-3.48, -1.62, 3.53], [-4.84, -4.76, 2.28], [-4.29, -3.84, 3.70], [-4.93, -2.98, 2.27], [-0.70, -3.82, 1.16], [0.99, -2.08, 1.51], [3.27, 4.03, 3.25], [4.83, 5.40, 1.90], [5.31, 4.79, -0.43], [4.24, 2.81, -1.44], [0.26, 1.35, -1.21], [-0.04, 1.58, -2.94]],
  "mulliken_charge": [-1.104, -0.345, -0.189, -0.404, -0.626, 1.712, -1.101, -0.562, -1.082, 0.223, 0.368, -0.664, 0.477, 0.737, 0.079, -0.136, 0.134, -1.206, -0.131, 0.726, -0.449, -0.847, -0.631, -0.314, -0.755, -0.227, -0.588, -0.486, -0.825, -0.666, 0.879, -1.696, 0.403, 0.143, 0.419, 0.332, 0.375, -0.033, 0.428, 0.391, 0.405, 0.339, 0.472, 0.395, -0.101, 0.295, 0.306, 0.413, 0.241, 0.357, 0.307, 0.444, 0.710, 0.462, 0.380, 0.405, 0.437, 0.669, 0.307]
}

---

No. 2
{
  "formula": "C5H12NO",
  "method": "the ωB97M-V functional and the def2-TZVPD basis",
  "homo_ev": -2.7,
  "total_energy_ha": -327.6488,
  "charge": -1,
  "largest_force_ev_per_a": 2.53,
  "smiles": "CCCCNC[O-]",
  "elements": ["C", "C", "C", "C", "N", "C", "O", "H", "H", "H", "H", "H", "H", "H", "H", "H", "H", "H", "H"],
  "coordinates": [[2.53, -0.48, -0.22], [1.46, 0.44, 0.50], [0.24, -0.38, 0.92], [-0.68, -0.72, -0.27], [-1.29, 0.29, -1.09], [-2.73, 0.90, -0.23], [-2.98, 0.24, 0.82], [2.71, -0.18, -1.24], [3.48, -0.48, 0.30], [2.13, -1.50, -0.21], [1.95, 0.95, 1.33], [1.18, 1.10, -0.32], [-0.38, 0.20, 1.61], [0.55, -1.35, 1.31], [-0.34, -1.64, -0.79], [-1.56, -1.15, 0.25], [-0.55, 0.92, -1.36], [-3.31, 0.90, -1.17], [-2.43, 1.97, -0.13]],
  "mulliken_charge": [-1.031, -0.421, -0.741, -0.616, -0.621, -0.252, -0.727, 0.267, 0.301, 0.287, 0.381, 0.195, 0.380, 0.329, 0.236, 0.314, 0.285, 0.256, 0.176]
}

---

No. 3
{
  "formula": "C12H16N2O4",
  "method": "the ωB97M-V functional and the def2-TZVPD basis",
  "homo_ev": -8.4,
  "total_energy_ha": -877.1994,
  "largest_force_ev_per_a": 9.44,
  "smiles": "N[C@@H](CO)C(=O)N[C@@H](Cc1ccccc1)C(=O)O",
  "elements": ["N", "C", "C", "O", "C", "O", "N", "C", "C", "C", "C", "C", "C", "C", "C", "C", "O", "O", "H", "H", "H", "H", "H", "H", "H", "H", "H", "H", "H", "H", "H", "H", "H", "H"],
  "coordinates": [[2.43, -1.79, 1.64], [2.62, -0.59, 0.95], [3.74, -0.27, -0.18], [4.13, -1.26, -1.18], [1.38, -0.92, -0.11], [1.41, -1.96, -0.67], [0.67, 0.15, -0.78], [0.09, 1.25, -0.46], [-1.05, 1.25, 0.63], [-2.27, 0.41, 0.15], [-3.57, 0.81, 0.49], [-4.82, 0.14, 0.27], [-4.57, -1.13, -0.44], [-3.24, -1.58, -0.79], [-2.15, -0.77, -0.48], [1.17, 2.29, -0.14], [1.65, 2.31, 0.91], [1.53, 2.89, -1.27], [2.54, -1.85, 2.66], [2.12, -2.61, 1.16], [2.55, 0.23, 1.70], [3.48, 0.67, -0.69], [4.72, -0.12, 0.32], [3.96, -2.14, -0.63], [0.45, -0.08, -1.70], [-0.34, 1.48, -1.50], [-0.67, 0.74, 1.47], [-1.29, 2.19, 1.00], [-3.63, 1.76, 1.08], [-5.75, 0.46, 0.64], [-5.42, -1.89, -0.61], [-3.05, -2.36, -1.57], [-1.14, -1.22, -0.69], [2.34, 3.49, -1.17]],
  "mulliken_charge": [-0.493, 0.196, -0.666, -0.537, 0.124, -0.579, -0.075, 0.286, -1.430, 0.468, -0.225, -0.989, -0.179, -0.961, 0.581, -0.120, -0.491, -0.498, 0.183, 0.200, 0.378, 0.277, 0.368, 0.357, 0.387, 0.464, 0.437, 0.645, 0.200, 0.477, 0.244, 0.300, 0.264, 0.408]
}

---

No. 4
{
  "formula": "C21H22N8O2Pt",
  "method": "the ωB97M-V functional and the def2-TZVPD basis",
  "homo_ev": -7.7,
  "total_energy_ha": -1521.2995,
  "largest_force_ev_per_a": 0.72,
  "elements": ["Pt", "O", "C", "N", "C", "C", "C", "C", "C", "C", "N", "C", "C", "C", "C", "C", "N", "H", "H", "H", "H", "H", "H", "H", "H", "H", "H", "C", "N", "C", "C", "O", "N", "C", "C", "H", "H", "H", "H", "H", "H", "H", "H", "H", "H", "H", "H", "N", "C", "C", "C", "N", "C", "N"],
  "coordinates": [[-0.18, -1.60, 0.33], [-1.56, 0.39, 3.51], [-1.38, -0.37, 2.57], [-0.21, -0.87, 2.14], [1.05, -0.41, 2.66], [2.17, -0.86, 1.75], [3.50, -0.69, 2.08], [4.48, -1.04, 1.17], [4.11, -1.53, -0.07], [2.76, -1.69, -0.35], [1.82, -1.38, 0.55], [-2.52, -0.90, 1.73], [-3.84, -0.77, 2.11], [-4.83, -1.20, 1.25], [-4.48, -1.72, 0.02], [-3.14, -1.84, -0.31], [-2.19, -1.46, 0.54], [1.23, -0.81, 3.67], [1.08, 0.68, 2.75], [3.76, -0.29, 3.05], [5.52, -0.91, 1.42], [4.84, -1.81, -0.82], [2.41, -2.10, -1.28], [-4.05, -0.31, 3.07], [-5.88, -1.11, 1.53], [-5.23, -2.05, -0.69], [-2.80, -2.25, -1.25], [0.81, 1.59, -2.80], [0.47, 2.78, -2.02], [0.99, 4.06, -2.47], [-0.15, 2.49, -0.82], [-0.33, 1.31, -0.54], [-0.54, 3.47, 0.06], [-0.76, 4.89, -0.14], [-1.00, 3.04, 1.37], [1.22, 1.91, -3.76], [-0.06, 0.97, -2.97], [1.56, 0.98, -2.28], [1.62, 3.87, -3.34], [1.61, 4.54, -1.71], [0.21, 4.75, -2.79], [-0.53, 5.22, -1.15], [-0.15, 5.47, 0.56], [-1.81, 5.13, 0.05], [-0.71, 2.01, 1.54], [-2.09, 3.11, 1.45], [-0.56, 3.67, 2.14], [-0.12, -2.84, -1.34], [0.19, -3.93, -1.60], [0.53, -5.22, -1.94], [1.80, -5.43, -2.53], [2.84, -5.56, -3.01], [-0.37, -6.28, -1.65], [-1.09, -7.14, -1.41]],
  "mulliken_charge": [0.842, -0.732, -0.128, -0.209, -0.584, 0.500, -0.809, -0.221, -0.903, -0.052, -0.044, 0.648, -0.509, -0.288, -0.713, 0.032, -0.158, 0.434, 0.281, 0.454, 0.416, 0.422, 0.525, 0.481, 0.434, 0.398, 0.467, -0.800, 0.046, -1.111, 0.570, -0.632, 0.182, -0.912, -0.741, 0.361, 0.234, 0.230, 0.349, 0.409, 0.321, 0.284, 0.288, 0.334, -0.181, 0.322, 0.410, -0.690, 0.591, -0.126, 0.147, -0.488, 0.104, -0.485]
}

---

No. 5
{
  "formula": "CHF2O2P",
  "method": "the ωB97M-V functional and the def2-TZVPD basis",
  "homo_ev": -10.1,
  "total_energy_ha": -730.2351,
  "largest_force_ev_per_a": 4.96,
  "elements": ["C", "O", "O", "F", "F", "P", "H"],
  "coordinates": [[-0.32, 0.03, 0.68], [2.51, 2.94, 1.93], [0.89, 1.54, 0.88], [-1.44, 0.53, 0.35], [-0.42, -0.56, 1.80], [1.86, 1.67, 2.20], [0.27, -0.47, 0.05]],
  "mulliken_charge": [0.472, -0.430, -0.451, -0.129, -0.160, 0.420, 0.278]
}